A gas-phase ion, C9H12N3O (charge +1) in a non-equilibrium geometry. Source: the OMol25 dataset; level of theory: ωB97M-V/def2-TZVPD.

```
25
Properties=species:S:1:pos:R:3:forces:R:3:mulliken_charge:R:1
C 3.047366 2.237235 0.466406 -1.1 1.6 -0.2 -0.533
O 2.529421 1.027985 -0.012744 0.6 -2.9 -0.4 -0.224
N 1.217489 0.934234 0.146959 0.9 3.8 1.1 -0.344
C 0.552953 -0.103071 0.057427 0.8 -3.5 -1.6 0.200
C 1.173895 -1.471614 -0.314704 1.2 -0.9 0.8 0.605
N 0.412715 -2.551362 -0.657692 1.7 1.4 1.5 -0.407
N 2.496106 -1.686414 -0.140128 -1.5 1.8 -0.5 -0.317
C -0.876696 0.098078 0.055871 -1.8 -0.3 0.4 0.474
C -1.722668 -0.662021 0.839873 -0.4 -1.3 1.8 -0.275
C -3.100556 -0.494043 0.826039 -0.7 1.8 -1.8 -0.612
C -3.638558 0.394351 -0.111911 -0.5 1.0 1.1 -0.384
C -2.765934 1.148184 -0.895804 -0.6 0.5 -0.4 -0.591
C -1.415164 1.097074 -0.777634 1.0 -3.2 1.2 -0.514
H 2.322870 2.964787 0.144990 0.0 0.8 -0.3 0.266
H 3.978194 2.404963 -0.051887 0.4 -0.1 0.4 0.266
H 3.011898 2.330383 1.546187 0.7 -0.5 0.2 0.310
H -0.523304 -2.396903 -0.301882 -0.5 -0.7 -0.4 0.355
H 0.909602 -3.447935 -0.464734 -1.2 0.8 -0.5 0.273
H 3.195705 -0.958691 -0.151294 -0.5 0.6 0.3 0.252
H 2.909356 -2.565198 -0.258212 0.2 -1.7 -0.3 0.192
H -1.372314 -1.363786 1.618770 0.3 0.3 -0.6 0.414
H -3.879957 -0.843233 1.458556 0.3 -1.1 0.9 0.406
H -4.733755 0.695567 -0.010164 1.6 -0.8 -0.7 0.313
H -3.117584 1.798420 -1.644208 -0.8 0.8 -0.6 0.410
H -0.611069 1.413012 -1.368078 0.1 1.8 -1.4 0.467
```
Positions in Å, forces in eV/Å.

net charge: +1
F_max: 4.085 eV/A
highest occupied orbital energy: -12.64 eV
HOMO-LUMO gap: 8.14 eV
energy: -589.3213 Eh
LUMO level: -4.50 eV
SMILES string: CO/N=C(\C(N)=[NH2+])c1ccccc1

---

2 unconnected molecules or ions with the total composition C9H12N3O in a non-equilibrium geometry. Source: the OMol25 dataset; level of theory: ωB97M-V/def2-TZVPD.

```
25
Properties=species:S:1:pos:R:3:forces:R:3:mulliken_charge:R:1
C 3.803200 -0.120045 0.316049 1.0 -1.3 -1.9 -0.447
C 3.222609 -0.603906 -0.870840 -3.1 2.0 4.3 -0.590
C 3.003336 0.179991 1.389426 1.5 1.0 2.0 -0.546
C 1.843254 -0.651909 -1.011233 1.0 0.0 -1.2 -0.386
C 1.611060 0.236011 1.195270 3.2 -0.5 -1.6 -0.420
C 1.131219 -0.060288 -0.017206 -4.2 -1.2 -1.4 0.624
C -1.585511 -1.241379 -1.043535 -0.2 -0.1 2.3 -0.562
C -2.054588 -2.139777 -0.168145 -1.0 -0.6 0.0 -0.325
C -1.159639 -0.045717 -0.304100 4.1 -2.5 3.2 -0.003
N -1.656362 -0.355727 1.094938 -1.8 1.5 0.0 0.046
N -1.443294 1.263487 -0.548872 -1.1 2.0 1.0 -0.132
N -2.746436 1.642434 0.091648 1.3 -1.4 -0.9 -0.517
O -2.182362 -1.647726 1.115620 0.2 -0.3 -0.2 -0.379
H 4.906432 -0.206623 0.207489 -0.8 0.5 1.2 0.305
H 3.777291 -0.978828 -1.581007 3.0 -1.8 -3.7 0.541
H 3.516031 0.440937 2.421351 -1.4 -0.5 -2.2 0.253
H 1.508216 -1.122682 -1.933759 -0.6 0.3 0.3 0.332
H 1.063718 0.499313 1.971218 -2.7 1.4 3.5 0.556
H -1.395071 -1.238642 -2.056727 0.1 -0.8 -1.9 0.499
H -2.472982 -3.172102 -0.100241 0.6 1.0 -1.0 0.431
H -1.095429 -0.348277 1.948058 0.6 0.5 -0.6 0.306
H -1.235219 1.424306 -1.525832 -0.8 1.1 -0.1 0.325
H -3.428455 1.878379 -0.588531 -0.9 0.0 -0.6 0.233
H -2.684990 2.371080 0.766369 0.8 1.2 0.0 0.276
H -2.572739 0.517892 1.076728 1.4 -1.4 -0.6 0.580
```
Positions in Å, forces in eV/Å.

net charge: +1
F_max: 5.743 eV/A
highest occupied orbital energy: -11.92 eV
HOMO-LUMO gap: 8.39 eV
energy: -589.1301 Eh
LUMO level: -3.53 eV

---

A gas-phase ion, C9H12N3S2 (charge +1) in a non-equilibrium geometry. Source: the OMol25 dataset; level of theory: ωB97M-V/def2-TZVPD.

```
26
Properties=species:S:1:pos:R:3:forces:R:3:mulliken_charge:R:1
N -1.631844 1.414736 -3.491782 -0.2 1.0 -0.1 -0.388
C -0.961164 1.509974 -2.354361 1.0 -0.4 1.0 0.770
N -0.534919 2.647355 -1.912458 -1.8 0.3 -2.2 -1.063
N 0.164407 2.737517 -0.726624 3.7 3.4 -1.7 0.506
C -0.064778 1.815042 0.307496 0.1 -2.5 2.0 -1.337
C 0.338419 0.410390 -0.098768 2.2 1.0 -2.4 1.459
S 2.251090 0.659380 -0.442430 -1.0 0.0 -0.9 -0.182
C 0.333761 -0.752100 0.784101 -1.8 -1.3 1.6 -0.466
C -0.197294 -0.743737 2.104735 1.5 -2.6 -1.6 -0.525
C -0.241939 -1.955776 2.810762 1.3 0.0 -3.1 -0.851
C 0.158378 -3.149688 2.222098 -0.2 1.7 -1.4 -0.525
C 0.502714 -3.188598 0.851200 -0.1 -0.7 1.2 -0.755
C 0.641182 -2.000128 0.183899 -0.6 -0.1 -1.4 -0.044
S -0.704784 -0.049617 -1.630985 0.9 -0.3 1.3 -0.186
H -1.894904 2.274047 -3.949531 -0.1 -0.2 -0.2 0.258
H -1.832226 0.518459 -3.878452 -0.2 -0.2 -0.3 0.196
H 0.020383 3.781085 -0.494636 0.3 -2.1 0.3 0.447
H 1.217105 2.688468 -1.039374 -1.7 0.2 1.1 0.486
H -1.088808 1.784350 0.448658 -2.3 0.3 0.8 0.464
H 0.460979 2.049343 1.221553 0.1 0.5 0.1 0.389
H 2.610343 -0.256632 0.439583 0.2 -0.2 0.3 0.244
H -0.485206 0.073442 2.659564 -0.6 2.2 0.6 0.456
H -0.600825 -1.994293 3.764466 -0.8 0.1 2.5 0.498
H 0.118794 -3.979565 2.838858 -0.1 -1.8 0.7 0.462
H 0.604585 -4.146110 0.301427 0.2 0.8 0.6 0.355
H 0.816549 -2.147343 -0.919001 0.1 0.9 1.2 0.332
```
Positions in Å, forces in eV/Å.

net charge: +1
F_max: 5.263 eV/A
highest occupied orbital energy: -12.42 eV
HOMO-LUMO gap: 9.48 eV
energy: -1310.4803 Eh
LUMO level: -2.93 eV
SMILES string: NC1=N[NH2+]C[C@@](S)(c2ccccc2)S1

---

A single C9H12N4OS molecule in a non-equilibrium geometry. Source: the OMol25 dataset; level of theory: ωB97M-V/def2-TZVPD.

```
27
Properties=species:S:1:pos:R:3:forces:R:3:mulliken_charge:R:1
C 1.673151 0.869858 0.581378 -2.2 -1.6 -0.5 -0.850
C 0.364949 1.267745 0.735554 -1.0 2.5 0.8 -0.552
C 0.886898 -1.202171 -0.308053 -0.7 -0.2 -1.1 -0.642
C 1.916638 -0.405941 0.046246 1.7 1.2 1.5 0.729
C -0.420744 -0.720828 -0.360251 0.1 0.0 0.4 0.147
C -0.656831 0.548463 0.175289 -0.6 -1.1 -0.1 0.753
C -2.495267 -1.668380 1.185743 -2.1 0.6 2.0 -0.136
C 3.308995 -0.962660 0.161594 1.4 1.7 4.4 -1.433
C -1.618613 2.433175 -1.269370 -2.2 0.3 -0.1 -1.038
N -1.418069 -1.521044 -0.957799 1.2 0.5 -0.7 -0.956
N -3.474662 -2.357889 -0.749484 -1.6 -0.7 1.5 -1.233
N -2.437950 -1.811863 -0.281657 -0.3 -0.4 -0.5 1.440
N -1.458313 -1.708016 1.896572 -0.9 -0.6 -0.3 -0.370
O -2.490512 2.208604 1.227010 -0.2 1.1 2.0 -0.649
S -2.310379 1.311201 0.111616 1.6 0.0 -3.3 0.533
H 2.415186 1.481874 0.915988 2.1 1.4 0.9 0.483
H -0.021404 2.240250 1.261817 1.3 -1.7 -1.0 0.374
H 1.180925 -2.177359 -0.632570 -0.5 -0.7 -0.3 0.419
H -3.577485 -1.490568 1.620541 2.0 -0.6 -1.5 0.355
H 4.142137 -0.130655 0.279680 -1.9 -1.4 0.4 0.286
H 3.707165 -1.432577 -0.628045 0.7 -2.1 -3.3 0.481
H 3.415070 -1.742712 1.065053 -0.3 1.9 -1.8 0.237
H -2.398460 3.095008 -1.687321 -0.2 -0.4 0.5 0.373
H -0.888796 3.109634 -0.875716 0.7 -0.1 0.6 0.340
H -1.268180 1.898619 -2.125672 0.5 -0.8 -0.2 0.367
H -3.474699 -2.621740 -1.731158 1.0 0.6 -0.1 0.271
H -1.766520 -1.679014 2.874830 0.3 0.2 -0.2 0.273
```
Positions in Å, forces in eV/Å.

F_max: 4.945 eV/A
highest occupied orbital energy (alpha / beta): -8.41 / -8.41 eV
HOMO-LUMO gap (alpha / beta): 8.16 / 8.15 eV
energy: -1042.4060 Eh
LUMO level (alpha / beta): -0.26 / -0.26 eV

---

A gas-phase ion, C9H12NO2S (charge -1) in a non-equilibrium geometry. Source: the OMol25 dataset; level of theory: ωB97M-V/def2-TZVPD.

```
25
Properties=species:S:1:pos:R:3:forces:R:3:mulliken_charge:R:1
C -2.010009 2.207679 1.081629 -1.1 0.8 0.2 -0.119
C -0.691578 2.103632 1.230386 0.3 -0.1 0.3 -0.884
C -2.753025 1.330269 0.315457 0.7 -2.9 -1.1 -0.719
C -0.005371 1.035525 0.655968 1.2 -1.5 -1.3 -0.117
C -2.057607 0.249381 -0.178246 -2.5 -0.4 -1.3 -0.165
C -0.710536 -0.075221 -0.004696 0.9 -0.5 1.7 0.405
C 1.832687 -1.291543 -1.175027 -0.1 0.9 0.8 -1.373
C 0.990077 -3.202886 0.271022 0.8 0.9 2.0 -1.511
C 0.975130 -1.680518 0.081998 1.8 0.4 -0.6 0.885
N -0.323261 -1.327805 -0.266697 -2.4 2.4 0.5 -0.818
O -0.309727 3.078446 -1.512937 1.5 -1.3 0.7 -0.556
O 1.867388 2.967072 -0.312970 -0.7 -0.6 -0.4 -0.589
S 0.820918 2.209529 -1.044931 -0.6 2.2 -1.0 0.635
H -2.545685 2.985584 1.508929 -0.6 1.8 0.8 0.400
H -0.184738 2.969724 1.584802 0.7 0.2 0.6 0.306
H -3.830606 1.376882 0.147185 0.4 0.3 0.1 0.365
H 1.030782 0.837142 0.837509 0.4 0.2 0.7 0.203
H -2.517262 -0.547771 -0.746495 -0.8 0.1 -0.1 0.333
H 2.345886 -2.122283 -1.602466 0.8 -0.7 -0.1 0.475
H 1.136392 -0.951929 -1.950014 0.3 0.2 0.3 0.315
H 2.532565 -0.487359 -0.888334 -0.1 -0.3 -0.5 0.200
H 0.534102 -3.646348 -0.596931 -1.1 -0.3 0.2 0.355
H 0.562708 -3.318079 1.323348 0.1 -0.8 -1.7 0.321
H 1.993502 -3.636348 0.234847 0.3 0.3 0.5 0.372
H 1.317266 -1.062777 1.006666 -0.1 -1.4 -1.1 0.280
```
Positions in Å, forces in eV/Å.

net charge: -1
F_max: 3.465 eV/A
highest occupied orbital energy (alpha / beta): -3.18 / -3.18 eV
HOMO-LUMO gap (alpha / beta): 6.80 / 6.80 eV
energy: -953.5403 Eh
LUMO level (alpha / beta): 3.62 / 3.62 eV

---

A molecular structure, C9H12NO3P in a non-equilibrium geometry. Source: the OMol25 dataset; level of theory: ωB97M-V/def2-TZVPD.

```
26
Properties=species:S:1:pos:R:3:forces:R:3:mulliken_charge:R:1
C -3.912978 1.404834 0.320920 0.2 1.1 1.7 -0.331
C -4.629776 0.276257 0.143801 -2.6 -0.1 -1.3 -0.214
C -2.562456 1.290591 0.597843 0.4 0.1 -0.7 -0.482
C -4.031854 -0.948856 0.000776 -2.1 -2.7 -0.6 -0.291
C -2.074715 0.007252 0.489473 4.4 -1.3 -0.6 0.204
C 1.170562 0.740979 0.464827 -1.5 0.3 -0.7 0.361
C 3.496021 1.248762 0.117696 -0.4 -1.4 1.5 -1.148
C 0.066044 -1.828174 -0.866347 2.1 1.0 0.8 -1.032
C 2.531782 0.249331 0.776602 2.2 0.4 0.0 0.143
N -2.725879 -1.069676 0.113768 -0.3 -0.5 0.6 -0.334
O 0.833925 1.870036 0.158700 0.4 -1.2 0.6 -0.548
O 0.507753 -1.431231 1.782573 0.1 -0.9 1.3 -0.758
O 2.751391 -1.042068 0.143129 -0.3 1.7 -0.4 -0.587
P 0.096249 -0.755712 0.552782 -4.3 2.4 -0.6 0.897
H -4.557162 2.269563 0.482635 0.9 0.5 -0.4 0.332
H -5.689153 0.511299 -0.069813 0.4 -1.1 0.3 0.288
H -1.874610 2.117254 0.654432 0.0 0.2 0.5 0.410
H -4.685499 -1.938894 -0.218927 1.7 2.5 0.4 0.237
H 3.065644 1.130413 -0.877000 1.2 1.1 -0.5 0.334
H 4.456963 0.718719 0.309363 -0.3 1.1 -0.7 0.322
H 3.354688 2.227585 0.649574 0.4 -0.8 -1.1 0.290
H 0.751737 -2.562527 -0.411021 0.5 0.1 -1.4 0.281
H -0.835201 -2.286252 -0.774608 -3.1 -1.3 -0.1 0.541
H 0.154512 -1.345072 -1.844950 0.6 -0.5 0.3 0.311
H 2.773064 0.160413 1.829342 -0.5 0.1 0.3 0.425
H 2.733855 -1.689211 0.829229 -0.2 -0.8 0.8 0.349
```
Positions in Å, forces in eV/Å.

F_max: 4.920 eV/A
highest occupied orbital energy: -8.87 eV
HOMO-LUMO gap: 9.01 eV
energy: -971.8857 Eh
LUMO level: 0.14 eV

---

A molecular structure, C9H12NO3S in a non-equilibrium geometry. Source: the OMol25 dataset; level of theory: ωB97M-V/def2-TZVPD.

```
26
Properties=species:S:1:pos:R:3:forces:R:3:mulliken_charge:R:1
C -0.070205 2.573180 0.311593 0.7 0.0 0.0 -0.996
C 1.147115 1.985642 0.137938 -0.5 0.2 0.1 -0.272
C -1.293888 1.893483 0.181795 -0.7 -0.3 0.0 0.356
C 1.321891 0.614672 -0.215035 -0.2 -0.4 -0.4 0.743
C 0.265361 -0.193700 -0.482710 -3.6 2.1 1.5 0.321
C 0.295321 -2.415186 0.323064 0.2 0.1 0.8 0.766
C 0.223604 -3.773057 -0.253796 0.0 -0.3 -0.2 -1.037
C 3.709607 0.757049 -0.164188 0.5 0.1 0.1 -0.944
C -4.049219 0.574914 0.081380 0.5 0.0 0.0 -0.980
N -1.357861 0.627231 -0.105445 4.9 -1.0 -0.8 -0.196
O 0.480747 -2.043893 1.428224 0.0 -0.1 -0.3 -0.431
O 2.516766 0.025214 -0.394181 -0.5 -0.2 0.0 -0.369
O 0.079110 -1.444635 -0.729489 0.1 0.2 -0.7 -0.381
S -2.604004 -0.443807 -0.293088 -1.1 -0.5 -0.1 0.125
H -0.123368 3.617805 0.572918 0.0 0.1 0.0 0.354
H 2.032397 2.584214 0.281646 0.1 0.0 0.0 0.467
H -2.217585 2.440028 0.339508 0.0 -0.1 0.0 0.438
H -0.741537 -4.214677 -0.006039 -0.1 0.0 0.0 0.288
H 0.994103 -4.397678 0.193765 0.0 0.1 0.0 0.352
H 0.332047 -3.738690 -1.334365 0.0 -0.1 0.0 0.310
H 3.751389 1.142276 0.856628 0.0 0.0 0.0 0.403
H 3.831300 1.568537 -0.884662 -0.1 0.0 0.0 0.399
H 4.506892 0.028479 -0.304962 -0.1 0.2 0.0 0.232
H -4.180542 1.344217 -0.674389 -0.1 0.1 0.0 0.360
H -3.956747 0.997426 1.078757 -0.1 0.0 0.1 0.332
H -4.892697 -0.109039 0.055129 0.0 -0.1 0.0 0.361
```
Positions in Å, forces in eV/Å.

net charge: +1
F_max: 5.038 eV/A
highest occupied orbital energy (alpha / beta): -12.52 / -12.52 eV
HOMO-LUMO gap (alpha / beta): 8.06 / 8.06 eV
energy: -1028.4761 Eh
LUMO level (alpha / beta): -4.46 / -4.46 eV

---

2 unconnected molecules or ions with the total composition C9H12NOP in a non-equilibrium geometry. Source: the OMol25 dataset; level of theory: ωB97M-V/def2-TZVPD.

```
24
Properties=species:S:1:pos:R:3:forces:R:3:mulliken_charge:R:1
C -1.930926 0.389385 2.690129 -0.9 1.6 3.5 -0.802
C -1.421663 -0.376460 1.656060 -1.7 -0.5 -0.1 -0.309
C -0.921875 1.315288 3.025006 -2.3 -0.2 0.8 -0.191
C -0.274260 0.137910 1.272726 2.4 1.0 -0.7 -0.121
C -0.783474 -0.719023 -2.754478 0.3 -1.3 0.9 -0.247
C -0.098291 0.395661 -2.590537 0.4 -1.8 0.9 -0.458
C -0.209917 -2.008260 -2.079462 -0.2 1.6 -0.5 -0.521
C 1.280472 -1.704917 -1.789067 -0.6 -1.2 -0.3 -0.709
C 1.209076 1.917104 1.941795 1.3 0.1 -3.8 -0.814
N 0.045006 1.153339 2.113646 0.9 -0.6 -1.0 0.154
O 2.529514 0.803452 -1.891227 1.6 1.1 0.1 -0.622
P 1.300653 0.097900 -1.558546 -1.1 -1.0 0.6 0.434
H -2.914683 0.299097 3.297120 2.0 -0.1 -1.4 0.257
H -1.888323 -1.190515 1.268175 -1.3 -2.1 -1.3 0.553
H -0.886099 2.053051 3.848180 0.1 -0.5 -0.9 0.347
H -1.660759 -0.728094 -3.374477 -0.3 -0.3 -0.1 0.386
H -0.350736 1.262766 -3.060364 -0.5 2.5 -0.9 0.574
H -0.598239 -2.235700 -1.087246 -0.8 0.1 -0.2 0.139
H -0.445642 -2.808396 -2.767189 0.4 -0.5 0.1 0.375
H 1.561041 -2.308201 -0.938325 0.3 0.3 0.5 0.396
H 1.923224 -2.051286 -2.603768 0.1 0.6 -0.1 0.360
H 1.393395 2.022046 0.753618 -0.5 0.2 2.7 0.175
H 1.029913 2.857718 2.369661 0.3 1.4 0.6 0.390
H 2.112591 1.426134 2.258567 0.3 -0.1 0.7 0.254
```
Positions in Å, forces in eV/Å.

F_max: 4.058 eV/A
highest occupied orbital energy (alpha / beta): -7.89 / -8.22 eV
HOMO-LUMO gap (alpha / beta): 7.03 / 7.30 eV
energy: -821.3148 Eh
LUMO level (alpha / beta): -0.87 / -0.92 eV